Entry 1:
Density functional theory data (ωB97M-V/def2-TZVPD) for a 2-piece molecular cluster, C13H15BCl3O3 overall.

Properties
* gap between HOMO and LUMO: 5.837 eV
* lowest unoccupied orbital energy: 1.6 eV
* charge: -1

Last column: Mulliken charge in e.
CARTESIAN COORDINATES (ANGSTROEM)
Cl 3.61 -2.18 2.22  -0.33
B 2.70 -0.57 2.11  0.81
Cl 1.93 -0.09 3.76  -0.33
Cl 3.82 0.83 1.54  -0.34
O 1.64 -0.77 1.12  -0.45
C 0.66 0.04 0.92  -0.84
C -0.65 -0.36 1.33  0.71
C -1.64 0.62 1.54  -0.23
C -2.81 0.29 2.21  -0.82
C -3.02 -1.03 2.63  -0.22
C -2.09 -2.04 2.32  -0.71
C -0.92 -1.72 1.64  -0.19
H 0.88 1.10 0.72  0.60
H -1.44 1.63 1.19  0.34
H -3.56 1.06 2.41  0.37
H -3.92 -1.28 3.20  0.37
H -2.27 -3.07 2.63  0.36
H -0.17 -2.47 1.39  0.49
C 2.23 0.50 -1.72  -1.87
C 0.76 0.34 -1.83  0.56
C 0.21 -1.02 -2.09  0.70
C -1.15 -1.20 -2.71  -1.26
O 0.88 -2.01 -1.79  -0.71
C -0.10 1.51 -1.73  1.02
C 0.49 2.89 -1.93  -1.30
O -1.30 1.43 -1.41  -0.76
H 2.53 0.92 -0.76  0.33
H 2.72 -0.47 -1.82  0.35
H 2.62 1.17 -2.50  0.42
H -1.81 -0.36 -2.48  0.35
H -1.06 -1.30 -3.80  0.31
H -1.59 -2.13 -2.33  0.30
H 1.58 2.91 -1.99  0.36
H 0.08 3.30 -2.87  0.36
H 0.15 3.54 -1.12  0.27

=====

Entry 2:
Density functional theory data (ωB97M-V/def2-TZVPD) for C10H14BFN6Tc as an isolated structure.

Properties
* gap between HOMO and LUMO (alpha / beta): 7.453 / 3.563 eV
* multiplicity: 4
* lowest unoccupied orbital energy (alpha / beta): -9.4 / -12.0 eV
* charge: +2
* ΔE to the lowest compared entry with this formula, charge and spin: 13.1 kcal per mole

Last column: Mulliken spin population.
CARTESIAN COORDINATES (ANGSTROEM)
H -0.69 -2.99 2.45  0.00
N 0.09 -1.87 0.83  0.08
B 1.54 -1.00 -1.08  -0.02
N 1.19 -2.07 -0.03  0.01
C 1.76 -3.24 0.26  0.07
Tc -1.37 -0.52 0.65  2.22
H 2.61 -3.58 -0.32  0.00
C 1.10 -3.80 1.34  0.10
H 1.32 -4.74 1.82  0.00
C 0.06 -2.93 1.68  -0.03
H 2.48 -1.29 -1.76  0.00
C -3.44 3.76 2.41  0.00
H -4.46 4.12 2.22  0.00
H -3.13 3.11 1.58  0.00
H -2.78 4.64 2.49  0.00
N 1.86 0.33 -0.29  0.07
N 0.28 -0.72 -1.92  -0.01
N 0.90 0.82 0.57  0.09
N -0.95 -0.39 -1.30  -0.01
C 2.91 1.18 -0.28  0.04
C 0.11 -0.61 -3.25  0.06
H 3.78 0.98 -0.89  0.00
H 0.94 -0.85 -3.89  0.00
C 2.61 2.22 0.60  0.23
C -1.19 -0.21 -3.52  0.00
C 1.33 1.95 1.12  -0.03
C -1.84 -0.08 -2.29  0.04
H 3.21 3.06 0.87  0.00
H -1.65 -0.06 -4.49  0.00
H 0.68 2.46 1.83  0.00
H -2.84 0.21 -2.02  0.00
H -3.45 3.26 3.32  0.00
F -3.00 -1.13 1.29  0.09

=====

Entry 3:
Density functional theory data (ωB97M-V/def2-TZVPD) for a 13-piece molecular cluster, H24O16S overall.

Properties
* gap between HOMO and LUMO: 9.253 eV
* lowest unoccupied orbital energy: 5.2 eV
* charge: -2
* ΔE to the lowest compared entry with this formula, charge and spin: 89.9 kcal per mole

Last column: Mulliken charge in e.
CARTESIAN COORDINATES (ANGSTROEM)
S 6.02 18.32 24.14  0.00
O 7.09 17.37 24.36  -0.50
O 6.03 19.45 25.00  -0.52
O 6.04 18.83 22.68  -0.24
O 4.71 17.73 24.32  -0.46
O 3.70 16.83 26.50  -0.73
H 3.85 15.94 26.64  0.23
H 4.14 17.16 25.56  0.39
O 4.02 20.30 26.50  -0.73
H 4.46 21.07 26.79  0.28
H 4.69 19.70 26.06  0.45
O 6.77 21.65 24.22  -0.80
H 6.34 20.83 24.61  0.43
H 6.96 21.43 23.22  0.41
O 2.64 18.96 23.23  -0.73
H 3.30 18.67 23.90  0.30
H 2.90 19.50 22.45  0.37
O 4.20 15.82 22.52  -0.77
H 4.34 16.40 23.30  0.42
H 4.89 16.24 21.99  0.41
O 9.65 18.15 24.10  -0.69
H 8.79 17.74 24.22  0.43
H 9.44 19.06 24.49  0.36
O 7.27 19.74 27.17  -0.72
H 7.03 19.63 26.19  0.39
H 7.33 18.75 27.57  0.32
O 7.64 15.56 26.29  -0.69
H 7.49 14.56 26.07  0.29
H 7.32 16.03 25.53  0.43
O 4.17 20.25 21.29  -0.81
H 4.42 21.02 21.80  0.35
H 4.82 19.67 21.67  0.49
O 5.69 17.32 20.81  -0.81
H 6.56 16.86 20.56  0.30
H 5.77 18.10 21.49  0.46
O 7.55 20.58 21.74  -0.75
H 7.30 21.00 20.90  0.24
H 6.96 19.94 22.36  0.09
O 8.45 15.40 23.01  -0.62
H 8.06 16.03 23.60  0.46
H 9.30 15.62 23.05  0.30

=====

Entry 4:
Density functional theory data (ωB97M-V/def2-TZVPD) for one molecule with the formula C19H22N2O4S.

Properties
* structure (SMILES): O=C(NC[C@@H]1CCCO1)c1cccc(S(=O)(=O)NCc2ccccc2)c1
* gap between HOMO and LUMO: 10.036 eV
* lowest unoccupied orbital energy: 0.5 eV
* ΔE to the lowest compared entry with this formula, charge and spin: 31.8 kcal per mole

Last column: Mulliken charge in e.
CARTESIAN COORDINATES (ANGSTROEM)
O -1.98 -0.78 -2.65  -0.66
C -1.22 -0.83 -1.71  -0.05
N -1.62 -1.02 -0.43  0.17
C -2.97 -0.76 -0.01  -1.54
C -2.98 0.46 0.95  0.35
C -4.32 1.19 0.91  -0.82
C -4.15 2.14 -0.28  -0.68
C -2.62 2.25 -0.44  -0.44
O -2.03 1.42 0.55  -0.39
C 0.26 -0.65 -1.83  0.57
C 1.03 -1.42 -2.70  -0.37
C 2.39 -1.18 -2.82  -0.79
C 2.99 -0.16 -2.09  -0.41
C 2.21 0.61 -1.25  -0.13
S 2.96 1.98 -0.36  1.40
O 4.39 1.81 -0.39  -0.68
O 2.39 3.19 -0.85  -0.72
N 2.48 1.84 1.23  -0.22
C 3.02 0.73 1.99  -1.68
C 2.30 -0.56 1.71  0.52
C 1.04 -0.78 2.24  0.06
C 0.35 -1.95 1.95  -0.79
C 0.91 -2.90 1.12  -0.08
C 2.17 -2.69 0.59  -0.75
C 2.87 -1.53 0.89  -0.17
C 0.86 0.38 -1.11  -0.13
H -0.91 -1.00 0.29  -0.01
H -3.55 -0.56 -0.91  0.56
H -3.39 -1.64 0.50  0.25
H -2.69 0.13 1.95  0.50
H -4.45 1.76 1.83  0.34
H -5.16 0.51 0.80  0.33
H -4.59 1.71 -1.18  0.29
H -4.61 3.11 -0.10  0.34
H -2.25 3.27 -0.27  0.45
H -2.30 1.93 -1.44  0.21
H 0.56 -2.20 -3.27  0.51
H 2.99 -1.79 -3.48  0.40
H 4.04 0.05 -2.16  0.58
H 1.50 2.02 1.35  0.31
H 4.07 0.67 1.70  0.50
H 2.96 0.99 3.05  0.44
H 0.59 -0.04 2.89  0.43
H -0.62 -2.12 2.39  0.36
H 0.37 -3.81 0.89  0.41
H 2.62 -3.43 -0.06  0.43
H 3.85 -1.36 0.48  0.39
H 0.26 1.02 -0.47  0.42

=====

Entry 5:
Density functional theory data (ωB97M-V/def2-TZVPD) for a 2-piece molecular cluster, C5H14 overall.

Properties
* structure (SMILES): CCC.CC
* gap between HOMO and LUMO: 12.146 eV
* lowest unoccupied orbital energy: 1.2 eV
* ΔE to the lowest compared entry with this formula, charge and spin: 26.7 kcal per mole

Last column: Mulliken charge in e.
CARTESIAN COORDINATES (ANGSTROEM)
C 1.43 2.50 0.94  -1.11
C 0.81 1.27 0.20  -0.10
C -0.63 1.64 -0.19  -0.90
H 2.07 3.12 0.32  0.27
H 0.63 3.16 1.31  0.28
H 1.69 2.38 2.00  0.34
H 0.88 0.40 0.85  0.11
H 1.52 1.09 -0.63  0.28
H -0.98 2.43 0.48  0.30
H -1.27 0.76 -0.12  0.16
H -0.79 2.19 -1.13  0.30
C -0.11 -2.64 -0.07  -0.45
C -1.29 -2.56 -1.01  -0.74
H 0.30 -1.71 0.31  -0.14
H -0.27 -3.25 0.81  0.31
H 0.84 -2.98 -0.47  0.32
H -2.06 -3.23 -0.59  0.25
H -1.72 -1.58 -1.03  0.24
H -1.07 -2.98 -1.99  0.26

=====

F_max readings, ordered: 1.54 2.22 5.38 0.98 1.98 eV/Å